No. 1
{"formula": "C12H12ClO2", "method": "wB97M-V/def2-TZVPD", "orbital_gap_ev": [5.7175, 7.1578], "e_homo_ev": [-3.54, -4.07], "e_tot_ha": -1075.0315, "charge": -1, "multiplicity": 1, "relative_energy_kcal_mol": 60.3, "lumo_energy_ev": [2.2, 3.1], "elements": ["C", "C", "C", "C", "C", "C", "C", "C", "C", "C", "C", "C", "O", "O", "Cl", "H", "H", "H", "H", "H", "H", "H", "H", "H", "H", "H", "H"], "coordinates": [[-2.7656, 2.8706, 0.4728], [-1.4694, 3.3578, 0.1485], [-2.8954, 1.4908, 0.7180], [-0.3799, 2.5699, 0.0143], [-1.8444, 0.6260, 0.5813], [-0.5392, 1.1687, 0.1656], [2.8886, -1.8998, 1.2498], [0.5059, 0.4681, -0.3745], [1.3287, -2.0342, 0.9743], [0.8067, -1.1825, -0.3295], [-0.3542, -2.0509, -0.8132], [1.9138, -1.2937, -1.3998], [3.0438, -0.8391, 1.8575], [3.6373, -2.7981, 0.9624], [0.3561, -1.9249, 2.3680], [-3.5880, 3.4320, 0.5469], [-1.4357, 4.4332, -0.0755], [-3.9381, 1.1962, 0.9509], [0.6174, 2.9624, -0.1878], [-2.0519, -0.4614, 0.7185], [1.4807, 0.7869, -0.6285], [0.0465, -2.8466, -1.3497], [-0.9362, -1.4226, -1.3898], [-0.9917, -2.5494, -0.1918], [2.8443, -1.0194, -0.9894], [1.7957, -0.6896, -2.3345], [1.9243, -2.3505, -1.6648]], "nbo_charge": [-0.2361, -0.2237, -0.2064, -0.1757, -0.2026, -0.1144, 0.7074, -0.0681, -0.0914, -0.1250, -0.6221, -0.6177, -0.7293, -0.7204, -0.0323, 0.1897, 0.1949, 0.1980, 0.2145, 0.2313, 0.1968, 0.2006, 0.1930, 0.2067, 0.2269, 0.1935, 0.2119]}

=====

No. 2
{"formula": "C43H76ClF4N10O12PS2", "method": "wB97M-V/def2-TZVPD", "orbital_gap_ev": 6.9393, "e_homo_ev": -8.01, "e_tot_ha": -5130.9607, "charge": 0, "multiplicity": 1, "smiles": "CS(=O)(=O)c1cc2c(cc1CCCCl)Nc1cc([PH2]=N)c(COO)c(C(F)(F)C(F)F)c1S2.CN(C)C=O.CN(C)C=O.CN(C)C=O.CN(C)C=O.CN(C)C=O.CN(C)C=O.CN(C)C=O.CN(C)C=O", "lumo_energy_ev": -1.1, "elements": ["C", "S", "O", "O", "C", "C", "C", "C", "C", "C", "C", "C", "C", "Cl", "N", "C", "C", "C", "P", "N", "C", "C", "O", "O", "C", "C", "F", "F", "C", "F", "F", "C", "S", "H", "H", "H", "H", "H", "H", "H", "H", "H", "H", "H", "H", "H", "H", "H", "H", "H", "H", "H", "H", "C", "N", "C", "C", "O", "H", "H", "H", "H", "H", "H", "H", "C", "N", "C", "C", "O", "H", "H", "H", "H", "H", "H", "H", "C", "N", "C", "C", "O", "H", "H", "H", "H", "H", "H", "H", "C", "N", "C", "C", "O", "H", "H", "H", "H", "H", "H", "H", "C", "N", "C", "C", "O", "H", "H", "H", "H", "H", "H", "H", "C", "N", "C", "C", "O", "H", "H", "H", "H", "H", "H", "H", "C", "N", "C", "C", "O", "H", "H", "H", "H", "H", "H", "H", "C", "N", "C", "C", "O", "H", "H", "H", "H", "H", "H", "H"], "coordinates": [[-0.3325, -1.0915, 4.8173], [-1.6485, -0.1105, 3.8582], [-2.9654, -0.0257, 4.6663], [-0.9921, 1.3003, 3.5898], [-1.8825, -0.8714, 2.1420], [-1.0183, -2.2408, 1.8294], [-1.1656, -2.8826, 0.3286], [-2.1321, -2.2509, -0.8821], [-3.0059, -0.8980, -0.5625], [-2.8448, -0.2446, 0.9562], [-3.7035, 1.1515, 1.2232], [-3.6294, 2.1442, -0.0832], [-2.1141, 2.4721, -0.6157], [-1.5201, 4.2003, -0.2561], [-2.1995, -2.8807, -2.2555], [-0.7958, -3.1230, -2.8384], [-0.5183, -2.5548, -4.3511], [1.0030, -2.8255, -4.9644], [1.3224, -2.1003, -6.7252], [1.1284, -3.3671, -7.7627], [2.1661, -3.6396, -4.0794], [3.6259, -3.7877, -4.8025], [3.8871, -5.1168, -5.3778], [2.7933, -5.7209, -5.7463], [1.9062, -4.2283, -2.5624], [2.9579, -5.0345, -1.6219], [4.2233, -5.4662, -2.2386], [2.3871, -6.2757, -0.9739], [3.3872, -4.0247, -0.3591], [4.4349, -3.0300, -0.8022], [3.9078, -4.8002, 0.8024], [0.3758, -3.9309, -1.9593], [-0.1842, -4.4310, -0.2155], [-0.7395, -2.1474, 5.1344], [0.6512, -1.2801, 4.1854], [-0.0029, -0.4852, 5.7861], [-0.2782, -2.7695, 2.5738], [-3.7074, -0.3754, -1.3509], [-3.2101, 1.6670, 2.1536], [-4.8395, 0.9668, 1.4552], [-4.0982, 3.1866, 0.2594], [-4.2473, 1.7218, -1.0100], [-2.1396, 2.3701, -1.7982], [-1.2831, 1.7352, -0.2438], [-2.6257, -3.8432, -2.1014], [-1.3154, -1.9521, -4.9945], [2.6925, -1.6289, -6.8888], [0.4609, -0.9892, -7.0559], [0.8494, -4.2069, -7.1701], [4.4557, -3.5939, -3.9677], [3.8468, -3.0003, -5.6490], [2.5440, -6.3051, -4.9717], [2.4941, -3.3800, 0.0350], [-0.8050, 6.4781, 5.0822], [-1.2134, 5.8053, 3.8666], [-0.7369, 4.4609, 3.6176], [-2.0409, 6.4043, 2.9405], [-2.4236, 5.8940, 1.8957], [0.2860, 6.5544, 5.0943], [-1.1421, 5.8912, 5.9413], [-1.2356, 7.4813, 5.1414], [-0.1755, 4.4506, 2.6784], [-1.5965, 3.7907, 3.5212], [-0.0946, 4.1210, 4.4344], [-2.3441, 7.4245, 3.2281], [5.3372, 6.2557, 3.7068], [3.9067, 6.1560, 3.5047], [3.2872, 6.9681, 2.4784], [3.1175, 5.3129, 4.2581], [1.9062, 5.1803, 4.1398], [5.5858, 7.2878, 3.9697], [5.8453, 5.9802, 2.7783], [5.6694, 5.5910, 4.5087], [2.5342, 7.6132, 2.9412], [2.7924, 6.3121, 1.7558], [4.0342, 7.5817, 1.9677], [3.6888, 4.7423, 5.0087], [6.3380, 1.5639, -7.6902], [5.5540, 0.4199, -7.2734], [5.6941, -0.8255, -7.9987], [4.6797, 0.4796, -6.2089], [3.9890, -0.4468, -5.8049], [6.0859, 1.8063, -8.7265], [7.3993, 1.3095, -7.6199], [6.1343, 2.4327, -7.0586], [4.7200, -1.1106, -8.4077], [6.0270, -1.6049, -7.3066], [6.4182, -0.7203, -8.8111], [4.6507, 1.4717, -5.7290], [-5.4768, -4.4541, 4.6740], [-4.4493, -4.3398, 3.6599], [-4.6892, -3.4875, 2.5143], [-3.2513, -5.0165, 3.7515], [-2.3428, -4.9650, 2.9327], [-6.3874, -4.8456, 4.2118], [-5.6733, -3.4624, 5.0912], [-5.1646, -5.1263, 5.4777], [-4.6268, -4.0901, 1.6031], [-3.9162, -2.7138, 2.4782], [-5.6754, -3.0201, 2.5800], [-3.1730, -5.6350, 4.6607], [-0.3948, -7.7994, 1.6576], [-1.1788, -8.9435, 2.0744], [-1.0387, -10.1888, 1.3492], [-2.0530, -8.8837, 3.1390], [-2.7438, -9.8101, 3.5429], [-0.6469, -7.5570, 0.6213], [0.6666, -8.0538, 1.7279], [-0.5984, -6.9306, 2.2892], [-2.0127, -10.4739, 0.9401], [-0.7058, -10.9683, 2.0412], [-0.3145, -10.0837, 0.5368], [-2.0821, -7.8916, 3.6189], [2.9025, 2.9874, -2.1552], [2.1185, 1.8434, -1.7384], [2.2585, 0.5980, -2.4636], [1.2442, 1.9031, -0.6738], [0.5535, 0.9767, -0.2699], [2.6503, 3.2298, -3.1915], [3.9638, 2.7330, -2.0849], [2.6988, 3.8562, -1.5236], [1.2845, 0.3129, -2.8727], [2.5915, -0.1814, -1.7716], [2.9827, 0.7032, -3.2760], [1.2152, 2.8952, -0.1939], [-6.6328, 0.9013, 5.3527], [-7.3335, -0.3054, 4.9652], [-8.6734, -0.5276, 5.4670], [-6.7651, -1.2477, 4.1345], [-7.3000, -2.2863, 3.7686], [-6.5372, 0.9200, 6.4421], [-7.2107, 1.7680, 5.0194], [-5.6365, 0.9400, 4.9043], [-8.6901, -1.4624, 6.0356], [-9.3602, -0.6186, 4.6199], [-8.9879, 0.2996, 6.1090], [-5.7457, -0.9800, 3.8114], [2.4175, 8.3633, -4.6194], [2.7762, 7.4820, -3.5276], [2.1151, 7.6466, -2.2500], [3.7264, 6.4925, -3.6669], [4.0761, 5.7156, -2.7879], [2.6224, 9.3956, -4.3220], [1.3510, 8.2466, -4.8319], [2.9909, 8.1287, -5.5202], [2.8677, 7.8582, -1.4844], [1.6027, 6.7148, -1.9918], [1.3918, 8.4654, -2.2917], [4.1657, 6.4547, -4.6773]], "lowdin_charge": [-0.1773, 0.7532, -0.4182, -0.4193, -0.1727, -0.0194, -0.3324, -0.1518, 0.0791, -0.0741, -0.1646, -0.2435, -0.5379, 0.5108, -0.0436, -0.1507, 0.0243, -0.2108, 0.7202, -0.3599, -0.0221, -0.1385, -0.2096, -0.0704, -0.0020, -0.2158, 0.0125, -0.0357, -0.0748, -0.0556, -0.0390, -0.2827, 0.8468, 0.0851, 0.0901, 0.1046, 0.0993, 0.1062, 0.1062, 0.1206, 0.1204, 0.1053, 0.0901, 0.0465, 0.1290, 0.1101, -0.0223, -0.0097, -0.0384, 0.1455, 0.1028, 0.1353, 0.1490, -0.0691, -0.1837, -0.0777, -0.3305, -0.0797, 0.0631, 0.0889, 0.0802, 0.0784, 0.0766, 0.0759, 0.1233, -0.0653, -0.2042, -0.0449, -0.2899, -0.0033, 0.0888, 0.0901, 0.0847, 0.0932, 0.0931, 0.0870, 0.1342, -0.0610, -0.2009, -0.0401, -0.3029, -0.0615, 0.0912, 0.0918, 0.0854, 0.0907, 0.0963, 0.0918, 0.1324, -0.0568, -0.1754, -0.0385, -0.3212, -0.0299, 0.0957, 0.0734, 0.0861, 0.0972, 0.0663, 0.0641, 0.1278, -0.0723, -0.2039, -0.0533, -0.3216, -0.0014, 0.0749, 0.0907, 0.0686, 0.0918, 0.0917, 0.0867, 0.1186, -0.0743, -0.1930, -0.0414, -0.3227, -0.0245, 0.0855, 0.0923, 0.0749, 0.0884, 0.0902, 0.0739, 0.1164, -0.0545, -0.1975, -0.0491, -0.3145, -0.0208, 0.0915, 0.0900, 0.0759, 0.0927, 0.0931, 0.0882, 0.1281, -0.0653, -0.2070, -0.0437, -0.3170, -0.0053, 0.0896, 0.0909, 0.0839, 0.0898, 0.0925, 0.0911, 0.1294]}

=====

No. 3
{"formula": "C14H18Cl5N5O3Pd", "method": "wB97M-V/def2-TZVPD", "orbital_gap_ev": 5.9148, "e_homo_ev": -13.83, "e_tot_ha": -3472.1112, "charge": 2, "multiplicity": 1, "relative_energy_kcal_mol": 3.1, "lumo_energy_ev": -7.9, "elements": ["Pd", "C", "C", "C", "O", "C", "O", "O", "H", "H", "H", "H", "H", "H", "H", "C", "N", "C", "C", "N", "N", "C", "N", "N", "H", "H", "H", "H", "H", "H", "H", "H", "H", "H", "H", "Cl", "C", "C", "C", "Cl", "C", "Cl", "C", "Cl", "C", "Cl"], "coordinates": [[0.1405, 0.1183, 0.6037], [-2.6863, 0.1947, 4.2994], [-2.3411, 0.6667, 2.9506], [-3.3146, 0.8833, 1.8924], [-1.1264, 1.0063, 2.6800], [-3.0333, -2.2105, 0.3300], [-3.8620, -2.6862, 0.9819], [-2.1936, -1.6932, -0.2832], [-2.6949, 1.0699, 4.9652], [-1.9256, -0.4892, 4.6822], [-3.6708, -0.2622, 4.3264], [-3.7128, 1.8880, 2.1299], [-4.1552, 0.1954, 1.9567], [-2.8697, 0.9382, 0.8976], [-0.5283, 1.0250, 3.4531], [2.6918, -2.7906, -3.2003], [2.1936, -1.4994, -2.7218], [2.0548, -0.4232, -3.7013], [1.6425, -1.3587, -1.5033], [0.9419, -0.3192, -1.1599], [1.8797, -2.4084, -0.6305], [1.5296, -2.5831, 0.6938], [2.0488, -3.6999, 1.2397], [0.7666, -1.7590, 1.3382], [3.0154, -2.6691, -4.2283], [1.9147, -3.5570, -3.1824], [3.5693, -3.1217, -2.6389], [2.8302, -0.5409, -4.4519], [2.2152, 0.5456, -3.2297], [1.0791, -0.4431, -4.1925], [0.7736, 0.3285, -1.9129], [2.4630, -3.1341, -1.0109], [2.6604, -4.3173, 0.7352], [1.8645, -3.9330, 2.1993], [0.6391, -2.0608, 2.2954], [2.0356, 2.2184, 1.5011], [0.8599, 2.8369, 0.3647], [-0.0965, 1.9447, -0.1000], [-1.0336, 2.4247, -0.9967], [-2.2258, 1.3242, -1.6179], [-1.0347, 3.7564, -1.4184], [-2.2154, 4.3151, -2.5229], [-0.0592, 4.6297, -0.9322], [-0.0376, 6.2600, -1.4376], [0.9041, 4.1683, -0.0263], [2.1034, 5.2213, 0.5833]], "nbo_charge": [0.8004, -0.7598, 0.7607, -0.7631, -0.5748, 1.0190, -0.4899, -0.5260, 0.3150, 0.2792, 0.2916, 0.3300, 0.2883, 0.2971, 0.5440, -0.4346, -0.3839, -0.4244, 0.6557, -0.7629, -0.6015, 0.6547, -0.7806, -0.8466, 0.2535, 0.2183, 0.2080, 0.2417, 0.2187, 0.2188, 0.4081, 0.4226, 0.4174, 0.4204, 0.3731, 0.0110, 0.0025, -0.2697, -0.1033, 0.0310, -0.0905, 0.1055, -0.0755, 0.1178, -0.1260, 0.1087]}

=====

No. 4
{"formula": "C4H6Cl2FNO4", "method": "wB97M-V/def2-TZVPD", "orbital_gap_ev": [7.4081, 7.9487], "e_homo_ev": [-9.17, -9.28], "e_tot_ha": -1531.7330, "charge": 0, "multiplicity": 1, "relative_energy_kcal_mol": 35.9, "lumo_energy_ev": [-1.8, -1.3], "elements": ["C", "C", "C", "C", "N", "O", "O", "O", "O", "F", "Cl", "Cl", "H", "H", "H", "H", "H", "H"], "coordinates": [[-0.7247, 0.3146, -1.5168], [-1.1719, 0.6070, 0.9620], [-0.4096, -0.1499, -0.1488], [1.9292, 0.5106, 0.4448], [-0.0172, -1.4108, 0.1382], [0.6457, -2.0090, -0.6601], [-0.2096, -1.8058, 1.2539], [-0.1791, -0.4223, -2.6422], [-0.5605, 0.6480, 2.2382], [1.9957, 0.0545, 1.6539], [1.8712, 2.2125, 0.3864], [2.8977, -0.3670, -0.7619], [-1.7810, 0.3610, -1.4853], [-0.5805, 1.4225, -1.8105], [-2.0757, 0.1176, 1.0441], [-1.4256, 1.5694, 0.7006], [0.1415, -1.3329, -2.3707], [-0.3456, -0.3198, 2.5743]], "nbo_charge": [-0.1329, -0.1046, 0.1357, 0.2997, 0.4484, -0.4254, -0.4405, -0.7255, -0.7238, -0.2907, 0.0866, 0.0780, 0.1873, 0.2211, 0.1827, 0.1998, 0.5011, 0.5030]}

=====

No. 5
{"formula": "C4H8O2", "method": "wB97M-V/def2-TZVPD", "orbital_gap_ev": [8.2617, 8.2624], "e_homo_ev": [-7.31, -7.31], "e_tot_ha": -307.5237, "charge": 0, "multiplicity": 1, "relative_energy_kcal_mol": 118.5, "lumo_energy_ev": [1.0, 1.0], "elements": ["C", "C", "C", "O", "C", "O", "H", "H", "H", "H", "H", "H", "H", "H"], "coordinates": [[0.2388, -1.8066, 0.3251], [0.5257, -0.3118, 0.3263], [0.4492, 0.4340, -0.9980], [-0.8758, 0.8767, -1.0449], [-1.2080, 1.1195, 0.1746], [-0.5532, 0.3738, 1.0606], [1.0671, -2.3398, -0.1548], [0.1327, -2.1820, 1.3488], [-0.6799, -2.0245, -0.2295], [1.4554, -0.1026, 0.8675], [0.7230, 2.0165, -0.3088], [0.7306, -0.0583, -1.9245], [0.1676, 2.4692, 0.1342], [-2.1732, 1.5358, 0.4236]], "nbo_charge": [-0.6419, 0.0424, -0.1859, -0.3959, 0.4724, -0.4843, 0.2189, 0.2193, 0.2115, 0.1891, 0.0430, 0.1982, -0.0944, 0.2077]}

=====

No. 6
{"formula": "C9H10N2S", "method": "wB97M-V/def2-TZVPD", "orbital_gap_ev": 8.6043, "e_homo_ev": -8.96, "e_tot_ha": -856.5407, "charge": 0, "multiplicity": 1, "relative_energy_kcal_mol": 71.5, "smiles": "C=CC[C@@]1(C#N)CCC=NC1=S", "lumo_energy_ev": -0.4, "elements": ["C", "C", "C", "C", "C", "N", "C", "C", "C", "N", "C", "S", "H", "H", "H", "H", "H", "H", "H", "H", "H", "H"], "coordinates": [[-1.3347, 1.8343, -2.1371], [-1.8313, 1.2554, -1.0512], [-0.9082, 1.4273, 0.2143], [-0.3150, 0.0987, 0.6087], [-1.2542, -0.7702, 1.2800], [-1.8288, -1.6395, 1.8078], [0.3760, -0.6778, -0.5283], [1.4284, -1.7223, -0.0054], [1.5325, -1.8588, 1.4785], [1.4395, -0.7740, 2.1063], [1.1105, 0.3785, 1.5143], [2.0490, 1.6657, 1.1937], [-1.8018, 1.6828, -3.1206], [-0.3469, 2.4286, -2.1265], [-2.6364, 0.5326, -1.0226], [-0.1096, 1.9980, -0.0254], [-1.4523, 1.8950, 0.9904], [0.9218, 0.1450, -1.0327], [-0.3793, -1.0694, -1.1671], [2.3711, -1.3097, -0.4760], [1.2741, -2.7020, -0.4928], [1.6956, -2.8182, 1.9915]], "nbo_charge": [-0.3883, -0.1906, -0.4308, -0.1960, 0.2791, -0.3063, -0.3790, -0.5101, 0.1858, -0.4280, 0.1229, -0.0085, 0.2001, 0.2015, 0.2152, 0.2324, 0.2266, 0.2301, 0.2386, 0.2568, 0.2365, 0.2122]}